Here is 2 unconnected molecules or ions with the total composition C4H11FNS from the OMol25 dataset. Energies are from ωB97M-V/def2-TZVPD.

Summary:
E = -711.347164 hartree
orbital gap (spin up / spin down) = 6.95 / 7.09 eV
HOMO energy (spin up / spin down) = -0.5533 / -0.5565 Eh
LUMO level (spin up / spin down) = -8.1 / -8.1 eV
charge = +1
energy above the lowest of the compared OMol25 structures with the same formula, charge and spin = 106.3 kcal/mol

```
18
Properties=species:S:1:pos:R:3:forces:R:3:mulliken_charge:R:1
C 2.08374 0.06080 0.31022 1.5 1.4 -0.4 -1.07
C -0.51525 -1.57552 -0.64059 -0.8 -3.1 3.1 -0.83
C 0.86979 0.91946 0.74237 1.9 -1.1 -1.4 -0.57
C -0.30584 0.90377 -0.21186 0.9 -0.2 -1.8 -0.31
N -1.02216 -0.34789 -0.19303 -4.6 1.7 1.9 0.16
F -1.39460 -0.45523 1.17897 0.2 -0.9 -0.7 -0.13
S -3.43899 0.13969 -0.71874 2.5 -0.5 0.1 0.23
H 2.33956 0.25948 -0.77311 -0.5 -0.7 0.9 0.29
H 3.03775 0.48860 0.80647 -1.6 -1.1 -0.3 0.34
H 1.94021 -0.99414 0.55990 0.5 0.2 -0.3 0.30
H -1.30679 -2.38205 -0.66439 0.6 1.1 0.3 0.28
H -0.15395 -1.55177 -1.59779 1.3 0.6 -2.3 0.41
H 0.22106 -1.88592 0.15939 -0.4 0.1 -1.2 0.29
H 1.31765 1.90307 0.80223 -0.8 0.5 0.3 0.37
H 0.50070 0.51851 1.65390 -0.1 0.4 1.1 0.30
H -0.96941 1.64437 0.12899 -1.0 0.9 0.2 0.27
H -0.14525 1.01453 -1.29910 0.6 0.5 0.5 0.45
H -3.05821 1.34022 -0.24383 -0.2 0.0 0.0 0.22
```
Positions in Å, forces in eV/Å.



Here is a molecular structure, C4H11FeN5O13 from the OMol25 dataset. Energies are from ωB97M-V/def2-TZVPD.

Summary:
E = -2674.267158 hartree
orbital gap (spin up / spin down) = 7.00 / 6.96 eV
HOMO energy (spin up / spin down) = -0.0870 / -0.0855 Eh
LUMO level (spin up / spin down) = 4.6 / 4.6 eV
charge = -2
spin multiplicity = 5
energy above the lowest of the compared OMol25 structures with the same formula, charge and spin = 2.1 kcal/mol

```
34
Properties=species:S:1:pos:R:3:forces:R:3:mulliken_charge:R:1
Fe -0.30677 0.50490 -0.31235 -1.7 0.1 -2.6 1.24
N -0.73653 0.21622 -3.58912 -0.3 0.4 -0.4 0.72
O -1.78531 0.65277 -4.10737 1.1 -0.5 0.5 -0.61
O 0.33492 0.15304 -4.22680 -0.7 -0.1 0.4 -0.63
O -0.77338 -0.20944 -2.37657 0.3 0.0 -0.2 -0.44
N -2.78796 2.42804 -0.45456 -0.9 0.2 -0.8 0.81
O -3.49715 2.11254 -1.41561 0.8 0.3 1.1 -0.53
O -3.25410 3.05524 0.52849 0.6 -0.5 -0.4 -0.69
O -1.52264 2.18343 -0.48766 -0.3 0.3 0.4 -0.44
N -3.09013 -1.37245 -0.17192 -0.1 -0.4 -0.6 0.68
O -3.65967 -1.21600 -1.24543 0.3 0.2 0.4 -0.56
O -3.48745 -2.21903 0.65414 0.1 0.1 0.2 -0.70
O -2.04648 -0.69958 0.12347 0.1 0.1 0.6 -0.38
N 2.65633 1.48351 -1.52382 0.5 0.0 -1.0 0.73
O 1.47452 1.47250 -1.06758 0.0 0.1 0.4 -0.38
O 3.61838 1.50894 -0.72581 -0.2 -0.1 0.3 -0.69
O 2.84702 1.48670 -2.74381 -0.2 0.1 0.9 -0.58
C -0.06174 -0.87588 3.00456 -0.7 -1.4 0.2 -1.52
C 0.92722 -0.00504 2.26518 -0.9 -0.2 0.6 0.61
C 1.76413 -0.75595 1.21841 0.2 1.2 -0.2 -0.66
O 0.93836 -1.15131 0.12882 -0.3 -0.2 0.8 -0.11
C 1.55147 -1.98189 -0.82917 0.9 -0.2 -0.5 -0.97
N 0.14046 1.09485 1.63708 1.6 0.9 0.9 -0.45
H -0.94869 -1.14151 2.41827 0.2 0.3 -0.4 0.31
H -0.47390 -0.45773 3.92646 0.4 0.3 0.0 0.40
H 0.35581 -1.85699 3.25790 0.3 0.2 0.1 0.35
H 1.61792 0.42082 3.00082 0.3 -0.1 -0.1 0.26
H 2.32265 -1.58197 1.66319 -0.3 -0.3 0.1 0.52
H 2.49821 -0.03161 0.84395 0.1 -0.1 -0.2 0.29
H 0.92357 -2.07047 -1.71237 -0.3 0.2 0.2 0.26
H 1.76717 -2.96772 -0.40248 -0.2 0.0 0.1 0.27
H 2.50292 -1.55382 -1.16601 0.0 0.1 0.1 0.35
H 0.76884 1.90286 1.63607 0.0 -0.1 -0.9 0.28
H -0.57801 1.47205 2.25164 -0.5 -0.8 -0.1 0.28
```
Positions in Å, forces in eV/Å.



Here is a molecular structure, C4H11ILuNbO3 from the OMol25 dataset. Energies are from ωB97M-V/def2-TZVPD.

Summary:
E = -1973.807515 hartree
orbital gap = 4.90 eV
HOMO energy = -0.6056 Eh
LUMO level = -11.6 eV
charge = +2

```
21
Properties=species:S:1:pos:R:3:forces:R:3:mulliken_charge:R:1
C 2.12810 -1.42039 0.97634 -0.3 0.4 0.4 -0.74
C 2.28736 -0.50081 -0.38513 1.0 -3.2 -5.3 0.57
O 2.44676 -1.14418 -1.57412 -1.5 4.3 7.0 -0.51
O 2.32486 0.96890 -0.43527 -2.4 -3.0 1.3 -0.27
C 1.13192 1.56872 0.21950 0.7 1.2 0.7 -0.40
C -0.24413 1.41749 -0.67582 0.0 0.3 -1.9 -0.55
Nb -1.80272 0.00173 0.19331 -5.1 0.9 7.6 -0.19
O -3.29902 -1.39464 0.79602 3.1 1.3 -4.0 -0.69
I -3.89694 1.97519 0.01319 1.5 -1.2 -0.6 0.14
H 1.76575 -0.73411 1.88347 0.9 -1.7 -2.0 0.26
H 1.34285 -2.30196 0.79923 1.7 2.2 0.1 0.25
H 3.14061 -1.98314 1.26543 -2.0 1.7 -0.9 0.33
H 1.35880 2.73966 0.26166 -0.5 -2.6 -0.3 0.31
H 1.00725 1.23955 1.34823 0.2 0.4 -2.5 0.27
H -0.72997 2.48675 -0.88096 1.0 -2.4 0.3 0.48
H 0.08438 0.99340 -1.72996 0.5 1.0 0.6 0.01
H -1.48801 0.53365 1.92178 0.3 -0.4 -1.1 0.28
H -0.59711 -1.33979 0.36630 0.1 0.1 -1.2 0.34
H -2.12583 -0.56385 -1.53118 -3.6 -1.0 4.7 -0.07
H -3.43796 -2.00238 -0.00650 -0.3 0.6 2.0 0.33
Lu -1.39694 -0.53980 -2.82551 4.9 1.1 -5.3 1.85
```
Positions in Å, forces in eV/Å.



Here is 2 unconnected molecules or ions with the total composition C4H11IN2OS from the OMol25 dataset. Energies are from ωB97M-V/def2-TZVPD.

Summary:
E = -1039.528406 hartree
orbital gap (spin up / spin down) = 8.05 / 8.05 eV
HOMO energy (spin up / spin down) = -0.3093 / -0.3093 Eh
LUMO level (spin up / spin down) = -0.4 / -0.4 eV
energy above the lowest of the compared OMol25 structures with the same formula, charge and spin = 7.3 kcal/mol

```
20
Properties=species:S:1:pos:R:3:forces:R:3:mulliken_charge:R:1
C -1.44829 -0.54068 -1.41840 0.8 -1.1 -3.3 -0.42
C 1.47634 1.78180 0.16613 -1.8 0.1 -1.6 -0.76
C -1.01810 -0.51059 0.72551 0.9 1.1 2.2 -0.51
C -2.46450 -0.91680 0.52900 1.2 -0.3 -1.0 -0.41
N 3.55434 0.56743 -0.80788 -1.1 2.9 0.4 -0.58
N -0.34435 -0.67836 -0.51517 0.7 -0.8 -1.0 -0.14
O -2.49839 -1.24788 -0.89582 -2.1 0.0 2.5 -0.42
S 2.25905 0.16264 -0.11465 0.1 0.1 -0.8 0.34
I 2.59661 -0.18070 2.38400 0.0 -0.2 0.8 -0.22
H -1.31905 -1.10978 -2.44401 0.3 1.9 1.7 0.26
H 0.06073 -1.63482 -0.51767 -0.5 0.9 -0.5 0.30
H -1.69001 0.54351 -1.47359 0.2 -0.4 -0.4 0.29
H 0.52964 1.60195 0.67067 0.0 -0.3 -0.2 0.18
H 2.06419 2.18016 0.91521 1.5 1.4 1.1 0.54
H 1.25463 2.50011 -0.70319 0.9 -1.6 0.9 0.28
H -0.49918 -1.14261 1.44587 -0.1 0.4 0.4 0.35
H -0.97447 0.58032 1.05475 0.0 -1.4 -0.2 0.05
H -3.00286 -0.08583 0.90153 -1.5 0.9 -0.6 0.30
H -2.71441 -1.73988 1.13541 -0.5 -1.4 0.3 0.33
H 4.17808 -0.12998 -1.03771 1.3 -2.2 -0.6 0.24
```
Positions in Å, forces in eV/Å.



Here is a molecular structure, C4H11MgO3 from the OMol25 dataset. Energies are from ωB97M-V/def2-TZVPD.

Summary:
E = -584.694128 hartree
orbital gap (spin up / spin down) = 6.69 / 8.48 eV
HOMO energy (spin up / spin down) = -0.2282 / -0.3276 Eh
LUMO level (spin up / spin down) = 0.5 / -0.4 eV
spin multiplicity = 2

```
19
Properties=species:S:1:pos:R:3:forces:R:3:mulliken_charge:R:1
O 0.41916 1.60942 0.71004 0.6 0.2 -3.6 -0.91
Mg -0.99274 0.43952 1.31356 0.4 0.5 -0.3 0.43
H 2.18152 1.13659 0.66647 1.5 0.2 -4.6 0.35
C 0.32068 1.90752 -0.88683 -2.8 1.0 2.1 -0.24
C -0.43528 0.78411 -1.57749 0.7 0.1 0.3 -0.46
O -1.53231 0.40648 -0.74175 -0.2 -0.2 0.3 -0.16
C -2.40991 -0.53936 -1.33033 -0.1 -0.2 -0.2 -0.73
H 1.00154 2.33166 -1.64724 1.3 -0.9 1.4 0.29
H -0.34138 2.79635 -0.85302 -0.3 -0.5 0.2 0.39
H 0.21710 -0.09333 -1.72254 -0.2 0.2 0.0 0.33
H -0.83223 1.11162 -2.55030 0.1 0.0 0.2 0.31
H -3.14105 -0.82025 -0.56403 0.1 0.1 -0.3 0.26
H -2.90844 -0.08444 -2.19798 0.0 -0.2 0.2 0.26
H -1.86068 -1.43708 -1.65058 -0.1 0.2 0.0 0.32
O 2.71414 1.10751 -0.36063 -1.3 -0.4 3.9 -0.53
C 3.63490 2.16787 -0.42527 0.0 0.1 0.5 -0.65
H 4.62936 1.78231 -0.16337 0.1 0.4 -0.1 0.26
H 3.66556 2.61373 -1.43452 -0.1 -0.3 0.2 0.23
H 3.36211 2.97123 0.28240 0.2 -0.1 -0.3 0.26
```
Positions in Å, forces in eV/Å.



Here is C4H11N2 in the gas phase from the OMol25 dataset. Energies are from ωB97M-V/def2-TZVPD.

Summary:
E = -268.364031 hartree
orbital gap (spin up / spin down) = 4.51 / 8.13 eV
HOMO energy (spin up / spin down) = -0.1306 / -0.2769 Eh
LUMO level (spin up / spin down) = 1.0 / 0.6 eV
spin multiplicity = 2
energy above the lowest of the compared OMol25 structures with the same formula, charge and spin = 51.2 kcal/mol

```
17
Properties=species:S:1:pos:R:3:forces:R:3:mulliken_charge:R:1
C 1.80221 0.18672 -1.67710 -0.1 -0.6 0.2 -1.30
C 0.26603 0.16268 -1.55228 -0.3 0.8 0.8 -0.10
C -0.24871 0.25179 -0.11864 -1.0 0.8 0.2 -0.46
C -1.25436 -0.60556 0.36633 0.1 -0.8 0.0 -0.49
N -1.49350 -0.71634 1.79899 0.1 0.2 -0.4 -0.61
N 0.60263 0.71190 1.00186 0.9 -0.8 -0.6 -0.46
H 2.20171 1.20090 -1.68695 -0.1 0.0 0.0 0.31
H 2.26058 -0.34373 -0.83817 0.1 0.0 0.1 0.32
H 2.20947 -0.33495 -2.54297 -0.3 0.1 -0.2 0.33
H -0.26774 -0.69823 -1.97220 0.6 -0.2 -0.1 0.32
H -0.13888 1.02107 -2.08286 0.1 0.1 -0.4 0.23
H -2.06634 -0.90937 -0.28479 0.2 -0.1 -0.1 0.20
H -2.48108 -0.55385 1.98445 0.2 0.0 0.3 0.23
H -1.25909 -1.64740 2.12122 -0.3 0.1 0.0 0.27
H 0.64729 1.70429 1.18074 -0.2 0.2 -0.2 0.46
H 1.56350 0.37960 0.83788 0.3 0.1 0.4 0.27
H 0.22321 0.23040 1.84266 -0.3 0.1 0.0 0.47
```
Positions in Å, forces in eV/Å.